Record 1
A cluster of 10 separate species, C35H49FO30 in total at a distorted geometry. Source: the Open Molecules 2025 dataset; level of theory: the ωB97M-V functional and the def2-TZVPD basis.

Values from the calculation:
E   -101228.256 eV
HOMO energy   -0.39022 Ha

Each line ends with the Löwdin charge.
Positions of all 115 atoms, in Å:
C: -5.740 4.533 9.527  -0.043
C: -4.352 4.458 10.109  -0.170
O: -3.896 3.210 9.765  0.070
C: -4.638 2.753 8.748  -0.598
O: -4.318 1.695 8.172  0.094
O: -5.658 3.485 8.468  0.109
H: -5.807 5.504 9.036  0.129
H: -6.561 4.405 10.232  0.134
H: -4.267 4.586 11.188  0.139
H: -3.632 5.126 9.638  0.137
C: -9.994 -0.016 -5.344  -0.139
C: -8.720 0.085 -6.068  -0.157
O: -8.013 -1.015 -5.584  0.065
C: -8.589 -1.479 -4.450  -0.543
O: -8.099 -2.389 -3.796  0.128
O: -9.767 -0.891 -4.259  0.094
H: -10.713 -0.491 -6.011  0.136
H: -10.390 0.959 -5.060  0.139
H: -8.084 0.944 -5.859  0.138
H: -8.861 -0.017 -7.144  0.138
C: 0.980 5.458 -1.603  -0.159
C: 1.506 5.087 -2.934  -0.143
O: 0.379 4.746 -3.657  0.100
C: -0.624 4.581 -2.820  -0.592
O: -1.733 4.153 -3.116  0.124
O: -0.275 4.921 -1.613  0.103
H: 1.050 6.516 -1.348  0.141
H: 1.496 4.831 -0.876  0.139
H: 2.051 4.144 -2.899  0.145
H: 2.033 5.958 -3.323  0.142
C: -1.270 -3.475 -7.433  -0.132
C: -0.490 -3.164 -6.203  -0.118
O: 0.361 -2.092 -6.619  0.085
C: -0.084 -1.482 -7.685  -0.585
O: 0.319 -0.510 -8.277  0.154
O: -1.085 -2.255 -8.133  0.065
H: -2.264 -3.793 -7.117  0.134
H: -0.883 -4.360 -7.939  0.130
H: -0.012 -4.073 -5.834  0.134
H: -1.120 -2.777 -5.402  0.134
C: 8.382 0.431 -9.669  0.007
C: 7.470 1.550 -9.010  -0.350
C: 7.528 1.619 -7.542  -0.130
O: 7.476 2.973 -7.277  0.114
C: 7.743 3.666 -8.345  -0.523
O: 7.748 4.888 -8.512  0.127
O: 7.978 2.771 -9.347  0.078
H: 7.737 -0.442 -9.769  0.074
H: 9.160 0.039 -9.014  0.073
H: 8.806 0.635 -10.652  0.083
H: 6.450 1.521 -9.392  0.160
H: 8.474 1.195 -7.203  0.139
H: 6.693 1.048 -7.137  0.149
C: 2.218 -2.277 10.028  -0.010
C: 3.559 -2.643 10.680  -0.301
C: 4.285 -3.826 10.071  -0.062
O: 5.582 -3.283 9.718  0.089
C: 5.650 -2.012 10.004  -0.609
O: 6.606 -1.230 9.820  0.101
O: 4.477 -1.627 10.331  0.102
H: 1.501 -2.974 10.463  0.087
H: 2.213 -2.187 8.941  0.094
H: 1.898 -1.295 10.375  0.086
H: 3.527 -2.857 11.749  0.155
H: 3.846 -3.984 9.087  0.130
H: 4.283 -4.753 10.646  0.138
C: 8.720 3.303 1.736  -0.008
C: 7.359 3.667 2.423  -0.306
C: 7.137 2.931 3.769  -0.094
O: 6.550 3.930 4.581  0.069
C: 6.785 5.126 4.029  -0.539
O: 6.677 6.145 4.682  0.136
O: 7.273 5.031 2.763  0.085
H: 9.044 2.278 1.916  0.080
H: 9.461 4.014 2.101  0.086
H: 8.729 3.491 0.662  0.075
H: 6.485 3.423 1.819  0.147
H: 8.094 2.615 4.184  0.132
H: 6.415 2.117 3.705  0.136
C: -2.009 -1.135 0.935  -0.023
C: -0.574 -1.171 1.397  -0.302
C: 0.123 -2.535 1.558  -0.096
O: 1.312 -2.366 0.859  0.100
C: 1.300 -1.223 0.198  -0.667
O: 2.167 -0.814 -0.510  0.155
O: 0.256 -0.551 0.432  0.137
H: -2.309 -1.723 0.068  0.090
H: -2.300 -0.098 0.765  0.093
H: -2.595 -1.562 1.748  0.090
H: -0.548 -0.647 2.352  0.152
H: -0.522 -3.253 1.052  0.132
H: 0.246 -2.823 2.602  0.138
C: -11.395 -0.521 3.709  -0.026
C: -12.817 -0.467 3.143  -0.358
C: -12.896 0.092 1.735  -0.064
O: -13.772 -0.878 1.111  0.083
C: -13.970 -1.931 1.888  -0.556
O: -14.647 -2.862 1.574  0.165
O: -13.270 -1.795 3.068  0.077
H: -11.328 -0.879 4.736  0.084
H: -10.952 0.475 3.703  0.084
H: -10.785 -1.170 3.081  0.092
H: -13.427 0.076 3.865  0.150
H: -11.929 0.207 1.245  0.137
H: -13.368 1.052 1.943  0.133
C: 6.367 -6.754 -4.325  -0.045
C: 5.977 -5.568 -5.082  -0.401
O: 5.921 -5.964 -6.424  0.167
C: 5.412 -7.183 -6.431  -0.513
O: 5.028 -7.809 -7.396  0.164
O: 5.532 -7.631 -5.117  0.045
F: 6.937 -4.674 -4.967  0.106
H: 6.102 -6.707 -3.268  0.148
H: 7.438 -6.920 -4.442  0.148
H: 5.043 -5.160 -4.696  0.181

Record 2
A structure of composition C35H50F8InO26. Source: the Open Molecules 2025 dataset; level of theory: the ωB97M-V functional and the def2-TZVPD basis.

Values from the calculation:
Charge   -1
E   -117254.569 eV
HOMO energy   -0.16782 Ha

Each line ends with the Löwdin charge.
Positions of all 120 atoms, in Å:
C: 2.725 4.466 1.664  -0.108
O: 3.534 3.308 1.715  -0.202
C: 2.830 2.155 2.185  -0.251
C: 2.058 1.429 1.104  -0.291
C: 1.492 0.101 1.617  -0.291
In: -0.398 -0.496 0.595  0.562
O: -1.920 0.415 1.739  -0.399
C: -2.828 1.165 0.997  -0.380
C: -2.931 2.643 1.483  -0.329
C: -1.687 3.070 2.258  -0.062
C: -3.373 3.578 0.338  -0.158
C: -2.312 4.374 -0.439  -0.388
C: -1.869 5.665 0.295  -0.073
C: -1.117 3.536 -0.939  -0.058
H: 3.030 5.056 0.801  0.081
H: 2.859 5.069 2.567  0.083
H: 1.666 4.215 1.581  0.073
H: 3.572 1.490 2.635  0.118
H: 2.134 2.450 2.974  0.100
H: 2.703 1.271 0.237  0.090
H: 1.252 2.085 0.760  0.070
H: 1.241 0.209 2.677  0.022
H: 2.205 -0.711 1.481  0.006
H: -0.446 0.124 -1.049  -0.062
H: -0.588 -2.278 0.578  -0.121
H: -2.642 1.147 -0.087  0.061
H: -3.835 0.729 1.123  0.103
H: -3.755 2.648 2.204  0.120
H: -1.710 4.122 2.536  0.066
H: -0.773 2.853 1.705  0.059
H: -1.618 2.490 3.176  0.073
H: -3.886 2.944 -0.394  0.109
H: -4.130 4.289 0.682  0.107
H: -2.820 4.728 -1.340  0.112
H: -0.783 5.748 0.312  0.067
H: -2.245 6.542 -0.233  0.053
H: -2.270 5.725 1.302  0.059
H: -0.233 3.765 -0.340  0.050
H: -1.277 2.464 -0.872  0.035
H: -0.865 3.808 -1.964  0.075
C: -2.437 -2.969 -3.043  -0.060
C: -2.652 -2.749 -4.518  -0.314
O: -2.946 -1.379 -4.584  0.116
C: -2.329 -0.765 -3.503  -0.537
O: -2.198 0.403 -3.414  0.176
O: -1.925 -1.707 -2.621  0.037
F: -3.714 -3.474 -4.986  0.045
H: -3.373 -3.177 -2.530  0.139
H: -1.723 -3.752 -2.820  0.121
H: -1.785 -2.964 -5.146  0.171
C: 2.059 0.435 6.404  -0.050
C: 0.866 0.781 7.269  -0.315
O: 0.762 2.178 7.095  0.127
C: 1.283 2.485 5.866  -0.540
O: 1.140 3.520 5.315  0.188
O: 1.982 1.430 5.386  0.059
F: 1.082 0.507 8.583  0.062
H: 2.992 0.545 6.958  0.142
H: 2.006 -0.559 5.966  0.142
H: -0.069 0.311 6.961  0.174
C: -0.114 -6.344 -0.308  -0.025
C: -0.881 -7.652 -0.270  -0.298
O: -2.217 -7.226 -0.483  0.132
C: -2.175 -6.062 -1.185  -0.549
O: -3.109 -5.554 -1.713  0.164
O: -0.927 -5.561 -1.194  0.066
F: -0.802 -8.251 0.939  0.083
H: -0.090 -5.870 0.673  0.132
H: 0.897 -6.438 -0.693  0.144
H: -0.612 -8.371 -1.046  0.172
C: -2.480 -5.711 3.435  -0.038
C: -2.373 -6.531 4.704  -0.312
O: -1.318 -7.426 4.401  0.131
C: -0.509 -6.815 3.487  -0.566
O: 0.583 -7.169 3.205  0.177
O: -1.133 -5.738 2.958  0.057
F: -3.500 -7.240 4.961  0.071
H: -3.135 -6.199 2.710  0.145
H: -2.807 -4.688 3.595  0.145
H: -2.110 -5.958 5.595  0.171
C: 6.613 -0.103 0.159  -0.048
C: 5.236 0.417 -0.188  -0.303
O: 4.443 -0.750 -0.084  0.125
C: 5.034 -1.577 0.824  -0.547
O: 4.523 -2.513 1.331  0.184
O: 6.311 -1.170 1.062  0.067
F: 5.183 0.888 -1.462  0.073
H: 7.121 -0.500 -0.720  0.125
H: 7.245 0.640 0.636  0.143
H: 4.848 1.182 0.486  0.154
C: -1.423 10.661 -0.285  -0.057
C: -2.772 11.349 -0.291  -0.324
O: -3.657 10.284 -0.023  0.128
C: -2.971 9.337 0.693  -0.545
O: -3.464 8.438 1.273  0.194
O: -1.640 9.594 0.636  0.071
F: -3.071 11.892 -1.498  0.069
H: -1.188 10.256 -1.270  0.145
H: -0.610 11.298 0.053  0.137
H: -2.893 12.117 0.475  0.170
C: -4.893 -6.210 -6.555  -0.052
C: -5.805 -6.480 -5.378  -0.307
O: -5.519 -7.837 -5.083  0.131
C: -4.243 -8.091 -5.485  -0.554
O: -3.612 -9.043 -5.176  0.178
O: -3.800 -7.094 -6.288  0.071
F: -7.116 -6.362 -5.704  0.072
H: -5.364 -6.490 -7.498  0.143
H: -4.551 -5.180 -6.604  0.124
H: -5.601 -5.871 -4.497  0.173
C: 6.735 -0.158 -4.002  -0.050
C: 7.626 -0.460 -5.187  -0.315
O: 8.664 0.491 -5.038  0.131
C: 8.767 0.792 -3.711  -0.548
O: 9.680 1.357 -3.216  0.185
O: 7.680 0.337 -3.043  0.047
F: 7.002 -0.259 -6.372  0.077
H: 6.008 0.620 -4.236  0.147
H: 6.216 -1.029 -3.615  0.142
H: 8.060 -1.461 -5.187  0.171

Record 3
A structure of composition C35H51B2N10PdS5. Source: the Open Molecules 2025 dataset; level of theory: the ωB97M-V functional and the def2-TZVPD basis.

Values from the calculation:
Charge   +3
E   -111014.003 eV
HOMO energy   -0.59686 Ha

Each line ends with the Löwdin charge.
Positions of all 104 atoms, in Å:
Pd: 0.108 -1.042 -1.938  0.289
C: 0.886 -4.941 1.524  -0.019
C: 0.090 -3.693 1.705  -0.206
C: -0.779 -3.475 2.742  0.113
C: -1.522 -2.273 2.857  -0.170
N: -1.375 -1.312 1.976  0.220
N: -0.517 -1.518 0.985  -0.036
B: -0.186 -0.341 0.057  -0.706
N: 1.091 0.363 0.535  0.006
N: 1.148 0.482 1.858  0.210
C: 2.189 1.071 2.399  -0.155
C: 3.198 1.618 1.574  0.117
C: 3.165 1.464 0.212  -0.221
C: 4.237 1.981 -0.690  -0.036
C: 2.063 0.747 -0.306  -0.535
S: 1.980 0.309 -1.991  0.730
C: 2.236 1.083 3.920  -0.539
C: 2.145 -0.371 4.408  -0.030
C: 1.034 1.874 4.446  -0.029
C: 3.530 1.712 4.435  -0.044
N: -1.420 0.538 -0.164  -0.001
N: -1.453 1.724 0.458  0.209
C: -2.605 2.346 0.514  -0.176
C: -3.777 1.758 -0.035  0.104
C: -3.744 0.556 -0.683  -0.225
C: -4.943 -0.101 -1.281  -0.030
C: -2.469 -0.054 -0.763  -0.553
S: -2.199 -1.541 -1.614  0.762
C: -2.667 3.723 1.146  -0.549
C: -1.365 4.055 1.865  -0.049
C: -2.914 4.736 0.016  -0.022
C: -3.827 3.769 2.151  -0.025
C: 0.173 -2.632 0.781  -0.528
S: 1.140 -2.624 -0.663  0.817
C: -2.502 -2.064 3.993  -0.545
C: -3.093 -0.656 3.950  -0.047
C: -1.763 -2.274 5.324  -0.020
C: -3.626 -3.102 3.847  -0.019
H: 0.554 -5.717 2.209  0.101
H: 1.944 -4.750 1.715  0.106
H: 0.790 -5.315 0.503  0.090
H: -0.924 -4.249 3.484  0.142
H: 4.037 2.127 2.028  0.131
H: 5.062 2.391 -0.113  0.099
H: 3.846 2.768 -1.337  0.102
H: 4.619 1.187 -1.332  0.082
H: 1.220 -0.839 4.066  0.059
H: 2.154 -0.387 5.498  0.100
H: 2.992 -0.963 4.058  0.095
H: 0.100 1.446 4.079  0.067
H: 1.084 2.920 4.143  0.092
H: 1.026 1.839 5.535  0.101
H: 4.415 1.177 4.087  0.097
H: 3.536 1.669 5.523  0.103
H: 3.616 2.763 4.156  0.096
H: -4.716 2.288 0.053  0.138
H: -5.815 0.545 -1.209  0.100
H: -5.161 -1.037 -0.763  0.103
H: -4.773 -0.344 -2.331  0.089
H: -0.507 4.013 1.194  0.079
H: -1.191 3.367 2.689  0.074
H: -1.431 5.064 2.270  0.101
H: -2.058 4.788 -0.659  0.089
H: -3.069 5.726 0.444  0.103
H: -3.803 4.489 -0.566  0.088
H: -3.764 2.954 2.875  0.093
H: -4.803 3.733 1.668  0.086
H: -3.782 4.708 2.702  0.102
H: -2.315 0.107 4.016  0.076
H: -3.768 -0.530 4.795  0.100
H: -3.660 -0.486 3.033  0.078
H: -0.878 -1.639 5.396  0.084
H: -1.460 -3.311 5.470  0.088
H: -2.426 -2.015 6.148  0.103
H: -4.163 -2.975 2.906  0.094
H: -4.339 -2.979 4.662  0.103
H: -3.250 -4.125 3.896  0.088
C: -0.429 2.160 -4.067  -0.004
N: 0.322 1.547 -5.157  -0.094
C: 0.941 2.233 -6.174  0.020
C: 1.433 1.307 -7.039  0.014
N: 1.100 0.063 -6.577  0.026
B: 1.346 -1.342 -7.279  -0.329
N: 2.472 -2.031 -6.405  0.022
C: 3.801 -2.185 -6.700  0.017
C: 4.394 -2.845 -5.670  0.020
N: 3.426 -3.069 -4.722  -0.092
C: 3.649 -3.755 -3.454  0.011
C: 2.274 -2.578 -5.211  -0.590
S: 0.743 -2.814 -4.423  0.757
C: 0.440 0.239 -5.433  -0.565
S: -0.406 -0.990 -4.503  0.702
H: -0.605 3.200 -4.327  0.111
H: 0.137 2.102 -3.138  0.053
H: -1.396 1.669 -3.961  0.094
H: 0.955 3.308 -6.205  0.147
H: 1.976 1.435 -7.959  0.148
H: 0.339 -1.980 -7.165  0.077
H: 1.733 -1.173 -8.388  0.090
H: 4.213 -1.819 -7.624  0.147
H: 5.406 -3.185 -5.534  0.149
H: 4.356 -4.564 -3.617  0.115
H: 2.718 -4.181 -3.091  0.066
H: 4.051 -3.055 -2.723  0.105

Record 4
A structure of composition C35H51FNO2PdSi2 at a distorted geometry. Source: the Open Molecules 2025 dataset; level of theory: the ωB97M-V functional and the def2-TZVPD basis.

Values from the calculation:
2S+1   3
Charge   -1
<S²>   2.01
E   -64662.198 eV
HOMO energy (alpha / beta)   -0.16325 / -0.17869 Ha

Each line ends with the Löwdin charge.
Positions of all 93 atoms, in Å:
Pd: -0.205 0.473 -0.109  0.961
C: -0.042 4.462 1.258  -0.057
C: 0.154 4.051 -0.244  -0.343
C: 0.943 5.188 -0.842  -0.084
C: -1.114 3.736 -1.050  -0.115
C: -2.136 4.680 -1.146  -0.065
C: -3.226 4.453 -1.935  -0.085
C: -3.230 3.273 -2.738  -0.033
C: -2.257 2.283 -2.618  -0.140
C: -2.510 0.986 -3.432  -0.320
C: -1.369 0.565 -4.365  -0.065
C: -2.784 -0.216 -2.527  -0.085
C: -1.156 2.554 -1.839  -0.220
N: -0.095 1.611 -1.732  -0.089
C: 1.020 1.952 -2.455  -0.252
C: 1.024 2.803 -3.558  -0.057
C: 2.154 2.937 -4.309  -0.127
C: 3.378 2.329 -4.057  -0.095
C: 3.359 1.434 -2.973  -0.037
C: 2.266 1.330 -2.184  -0.227
F: 2.409 0.697 -0.986  0.008
H: 0.875 4.688 1.682  0.047
H: -0.499 3.650 1.820  0.068
H: -0.639 5.364 1.380  0.065
H: 0.816 3.144 -0.169  0.125
H: 0.354 6.079 -0.790  0.057
H: 1.262 5.099 -1.890  0.074
H: 1.847 5.460 -0.267  0.088
H: -2.017 5.607 -0.485  0.132
H: -3.889 5.314 -2.058  0.096
H: -4.090 3.142 -3.371  0.094
H: -3.358 1.237 -4.031  0.107
H: -0.477 0.221 -3.838  0.065
H: -1.049 1.255 -5.089  0.057
H: -1.757 -0.259 -4.924  0.068
H: -2.025 -0.332 -1.741  0.033
H: -2.869 -1.176 -3.067  0.074
H: -3.725 -0.263 -1.927  0.086
H: 0.118 3.386 -3.857  0.138
H: 2.075 3.502 -5.244  0.101
H: 4.229 2.337 -4.677  0.075
H: 4.287 0.834 -2.781  0.132
C: 2.370 -2.372 -1.551  -0.166
Si: 0.648 -2.806 -0.933  0.462
C: -0.319 -2.823 -2.606  -0.167
C: 0.703 -4.533 -0.095  -0.170
C: -0.198 -1.584 0.185  -0.453
Si: -1.744 -2.205 0.968  0.358
C: -2.658 -3.436 -0.143  -0.192
C: -3.024 -0.889 1.403  -0.181
C: -1.512 -2.967 2.638  -0.170
H: 2.515 -3.011 -2.337  -0.010
H: 3.208 -2.594 -0.880  0.029
H: 2.421 -1.399 -1.929  -0.005
H: 0.190 -3.436 -3.370  0.032
H: -0.279 -1.838 -3.025  -0.009
H: -1.353 -3.086 -2.420  -0.007
H: 1.273 -5.269 -0.701  0.032
H: -0.214 -5.023 0.196  0.003
H: 1.292 -4.422 0.800  0.003
H: 0.425 -1.486 1.116  -0.013
H: -3.077 -2.826 -1.007  0.040
H: -3.413 -3.914 0.427  0.000
H: -2.081 -4.325 -0.503  0.023
H: -3.117 -0.120 0.681  -0.012
H: -2.733 -0.451 2.362  0.025
H: -3.998 -1.351 1.584  0.030
H: -0.847 -3.841 2.689  0.031
H: -2.504 -3.353 2.999  0.053
H: -1.109 -2.259 3.330  0.000
C: 1.620 -4.138 5.584  -0.058
C: 1.467 -2.882 4.751  -0.287
C: 2.183 -2.715 3.599  -0.040
C: 2.132 -1.564 2.825  -0.204
C: 3.011 -1.477 1.589  -0.037
C: 1.326 -0.493 3.256  -0.089
C: 0.573 -0.633 4.433  -0.237
C: -0.209 0.511 5.006  -0.039
C: 0.686 -1.784 5.201  -0.025
C: 1.357 0.784 2.514  -0.645
O: 2.336 1.525 2.563  0.051
O: 0.216 1.103 1.962  -0.152
H: 1.119 -4.040 6.535  0.058
H: 2.690 -4.288 5.870  0.090
H: 1.170 -4.937 5.032  0.065
H: 2.742 -3.602 3.258  0.127
H: 2.993 -2.432 1.052  0.046
H: 4.045 -1.263 1.872  0.091
H: 2.698 -0.650 0.881  0.081
H: -1.050 0.757 4.351  0.075
H: 0.370 1.470 4.922  0.102
H: -0.484 0.328 6.043  0.068
H: 0.092 -1.835 6.187  0.134